No. 1
A molecular structure, C19H29GeSi in a non-equilibrium geometry. Source: the OMol25 dataset; level of theory: wB97M-V/def2-TZVPD.

```
! wB97M-V def2-TZVPD RIJCOSX def2/J DEFGRID3
* xyz 1 1
Ge 1.76209 1.64551 -1.12269
Si 0.22382 -0.41455 -2.93970
C -0.79836 -1.16966 0.86625
C -4.55972 -1.46953 1.07448
C 1.55452 0.29426 3.41720
C 2.35292 -0.82194 3.71020
C 2.78369 0.27505 -0.17071
C -2.58803 0.49247 1.42720
C -1.53171 -0.17909 -3.58869
C 0.47433 0.15071 2.55835
C 0.13343 2.21921 -0.20670
C 1.05654 -2.19176 2.20541
C 0.20706 -1.09443 1.97691
C -4.90674 -0.18088 1.49827
C 2.09602 -2.06701 3.11797
C -2.23591 -0.82588 1.10341
C -3.92175 0.80449 1.66512
C 1.35436 1.10441 -3.01291
C 1.01148 -2.06725 -3.35644
C -3.22831 -1.77922 0.82011
C 2.90028 3.23423 -1.19864
H 0.38395 2.70172 0.74759
H -5.32029 -2.22977 0.91205
H -0.54487 1.38491 -0.01758
H 3.11427 3.60318 -0.18833
H -1.46471 0.15352 -4.63573
H 0.90013 -3.10769 1.63409
H 3.19128 -0.70635 4.39555
H 3.64678 -0.01490 -0.78646
H 2.17745 -0.61406 0.03548
H -4.16833 1.82173 1.96215
H 1.40018 -1.99769 -4.38103
H 2.38969 4.02425 -1.76409
H -1.83363 1.28267 1.45588
H 2.29761 0.86966 -3.54312
H 1.83313 -2.29772 -2.65257
H -0.75536 -2.17284 0.42558
H 1.77150 1.28065 3.82505
H 3.15559 0.67082 0.78304
H -2.07786 0.57505 -2.98746
H 0.26540 -2.88126 -3.30644
H 2.72312 -2.93461 3.33569
H 3.84686 2.98399 -1.69380
H 0.85331 1.94950 -3.52665
H -0.44682 -0.47586 0.15325
H -0.39973 2.94677 -0.83440
H -0.11621 1.02279 2.27142
H -5.94148 0.07269 1.68708
H -2.92660 -2.73850 0.39896
H -2.09438 -1.13180 -3.54959
*
```

Summary:
highest occupied orbital energy	-11.51	eV
energy above the lowest of the compared OMol25 structures with the same formula, charge and spin	0.0	kcal/mol
energy	-84560.104	eV
LUMO energy	-5.57	eV
maximum force	3.2	eV/Å
orbital gap	0.218	Eh

No. 2
A molecular structure, C5H11NO3 in a non-equilibrium geometry. Source: the OMol25 dataset; level of theory: wB97M-V/def2-TZVPD.

```
! wB97M-V def2-TZVPD RIJCOSX def2/J DEFGRID3
* xyz 0 1
O -0.04126 -0.88084 -0.69293
O 0.66241 1.05426 -1.90914
O 0.68516 1.03494 0.61172
N -1.14485 -0.89358 -1.59642
C -0.27985 -0.63468 2.23131
C 0.98751 0.26639 -1.02577
C 2.35310 -0.35778 -0.90932
C -1.91507 0.80115 0.93173
C -0.61226 0.16763 1.23598
H -1.97607 1.81257 1.34132
H 2.42432 -0.98595 -0.02164
H -2.71600 0.20188 1.37344
H 0.34643 1.89633 0.31569
H 0.72219 -1.02249 2.34925
H -2.11643 0.85475 -0.13988
H -1.05074 -0.98823 2.90538
H -0.97810 -0.08088 -2.20417
H 3.09596 0.43938 -0.83935
H -0.99745 -1.73025 -2.15714
H 2.55100 -0.95459 -1.80006
*
```

Summary:
highest occupied orbital energy	-8.62	eV
energy above the lowest of the compared OMol25 structures with the same formula, charge and spin	120.1	kcal/mol
energy	-12991.646	eV
LUMO energy	0.74	eV
maximum force	3.2	eV/Å
orbital gap	0.344	Eh

No. 3
C22H21N5O2S in the gas phase in a non-equilibrium geometry. Source: the OMol25 dataset; level of theory: wB97M-V/def2-TZVPD.

```
! wB97M-V def2-TZVPD RIJCOSX def2/J DEFGRID3
* xyz 0 1
S 0.58155 2.00680 -1.88455
O 3.44688 1.31754 2.00235
O -7.26958 -0.57009 -0.39974
N -0.96764 0.75296 -0.00972
N -0.12170 -1.26616 -0.02803
N 0.54361 -0.54311 -0.94434
N 3.67798 -0.34402 -1.69392
N 2.93254 1.27928 -0.19564
C -3.72236 -1.51076 -0.11003
C 4.42742 -0.89784 -0.68640
C 5.16270 -1.00509 1.62595
C 2.12283 1.26914 -2.51105
C -7.66857 -1.23379 -1.57451
C 2.96031 0.67773 -1.41880
C -1.97753 -0.91220 1.58842
C -1.11320 2.65101 1.53932
C 4.40653 -0.39011 0.62676
C -5.00232 -1.44834 -0.63209
C 0.03774 0.65803 -0.92572
C -4.37219 -0.10490 1.70782
C -5.65222 -0.03668 1.19893
C -1.01336 -0.50380 0.53659
C 5.22110 -2.01325 -0.97202
C -3.38888 -0.84420 1.06003
C 3.58730 0.77875 0.92464
C 5.96513 -2.60262 0.02431
C -5.98215 -0.70680 0.02020
C -1.70439 1.92863 0.35851
C -0.03214 2.29017 2.20314
C 5.93798 -2.10171 1.32537
H -5.22156 -1.98156 -1.54341
H -1.66610 3.53791 1.81657
H 2.34170 2.09267 -0.04866
H 5.22537 -2.39201 -1.98145
H 0.54401 1.41270 1.95725
H -6.42053 0.53248 1.69767
H 5.12208 -0.59517 2.62400
H -8.72152 -0.99030 -1.70671
H -1.72700 -1.93497 1.87649
H 1.88299 0.48902 -3.23146
H -1.71988 2.60332 -0.50572
H 0.33655 2.86300 3.03515
H -7.10506 -0.88408 -2.44569
H -1.86890 -0.26319 2.46083
H -2.73793 1.63881 0.58074
H -2.96624 -2.08914 -0.62101
H 6.57600 -3.46466 -0.20095
H -4.13534 0.41885 2.62351
H -7.55759 -2.31881 -1.48092
H 6.52629 -2.57701 2.09586
H 2.64763 2.08542 -3.01125
*
```

Summary:
highest occupied orbital energy	-8.44	eV
energy above the lowest of the compared OMol25 structures with the same formula, charge and spin	31.2	kcal/mol
energy	-45535.851	eV
LUMO energy	0.46	eV
maximum force	1.3	eV/Å
SMILES	C=CCn1c(Cc2ccc(OC)cc2)nnc1SCc1nc2ccccc2c(=O)[nH]1
orbital gap	0.327	Eh

No. 4
A gas-phase ion, C4H7N3 (charge +2) in a non-equilibrium geometry. Source: the OMol25 dataset; level of theory: wB97M-V/def2-TZVPD.

```
! wB97M-V def2-TZVPD RIJCOSX def2/J DEFGRID3
* xyz 2 1
N -1.18422 0.96615 0.05677
N 1.71516 -0.02359 0.08741
N -0.20952 -1.29673 -0.02215
C 2.49959 0.90649 -0.09481
C -2.50468 0.25492 -0.06138
C -1.15294 -0.32741 0.01247
C 1.19548 -1.17769 0.04384
H -0.96138 1.72326 0.64020
H 2.92184 1.47293 -0.91822
H -3.14452 0.11153 0.77771
H 2.82433 1.43163 0.80344
H -0.52835 -2.19876 -0.25297
H -3.02383 0.35085 -1.05127
H 1.55304 -2.19357 -0.02103
*
```

Summary:
highest occupied orbital energy	-20.49	eV
energy above the lowest of the compared OMol25 structures with the same formula, charge and spin	24.7	kcal/mol
energy	-8709.706	eV
LUMO energy	-10.15	eV
maximum force	3.5	eV/Å
SMILES	C=[N+]=C/[NH+]=C1/CN1
orbital gap	0.380	Eh

No. 5
2 unconnected molecules or ions with the total composition C3H10OS in a non-equilibrium geometry. Source: the OMol25 dataset; level of theory: wB97M-V/def2-TZVPD.

```
! wB97M-V def2-TZVPD RIJCOSX def2/J DEFGRID3
* xyz 0 1
S -0.49561 0.99036 -1.33472
O 0.27802 -1.45639 1.35806
C -1.35605 1.71622 0.04821
C 1.28969 1.31441 -1.04168
C 0.24037 -2.60032 0.49774
H -0.63950 -1.21575 1.55400
H 0.83795 -3.32747 1.04930
H 1.82825 1.27147 -1.97526
H -2.18459 2.29392 -0.29088
H 0.59390 -2.34406 -0.48282
H -0.82892 2.48121 0.60928
H 1.75122 0.49338 -0.50405
H -1.87781 1.02098 0.76024
H -0.77737 -2.89956 0.31269
H 1.34044 2.26160 -0.56012
*
```

Summary:
highest occupied orbital energy	-8.42	eV
energy above the lowest of the compared OMol25 structures with the same formula, charge and spin	26.1	kcal/mol
energy	-16154.734	eV
LUMO energy	0.84	eV
maximum force	1.6	eV/Å
SMILES	CSC.CO
orbital gap	0.340	Eh

No. 6
C7H7NO4 in the gas phase in a non-equilibrium geometry. Source: the OMol25 dataset; level of theory: wB97M-V/def2-TZVPD.

```
! wB97M-V def2-TZVPD RIJCOSX def2/J DEFGRID3
* xyz 0 1
O 1.60372 3.21362 -1.82660
O -1.77821 -3.08212 1.37552
O 1.20832 2.46156 0.62338
O 0.58987 -0.55810 -2.04348
N 0.98409 1.98605 -1.56332
C -0.97135 -0.80079 1.94959
C 0.86723 1.77167 -0.23229
C -0.67478 -1.84888 -0.36934
C 0.24831 0.42916 0.14739
C -0.00936 -0.73866 -0.79618
C -0.23294 0.25991 1.40586
C -1.13780 -1.89343 0.95491
H 0.27302 -1.32352 -2.57410
H -0.95527 -2.56065 -0.95831
H 1.67927 3.69006 -0.76010
H -2.08179 -2.81058 2.16956
H -1.12855 -0.96549 2.77913
H 1.71955 1.55820 -2.27141
H -0.20333 1.21199 1.98980
*
```

Summary:
highest occupied orbital energy	-8.58	eV
energy above the lowest of the compared OMol25 structures with the same formula, charge and spin	101.2	kcal/mol
energy	-17046.923	eV
LUMO energy	0.51	eV
maximum force	19.2	eV/Å
SMILES	O=C(NO)c1ccc(O)cc1O
orbital gap	0.334	Eh